#i
Below is an isolated ion of composition C8H12N and charge +1, with properties calculated with ωB97M-V with the def2-TZVPD basis set.

The SMILES is CC1=CC#C[N@@H+]1C(C)C. The net charge is +1. As for the highest occupied orbital energy (alpha / beta): -13.82 / -13.82 eV. As for the HOMO-LUMO gap (alpha / beta): 7.6 / 7.6 eV.

```
21
C8H12N ωB97M-V with the def2-TZVPD basis set
C -1.617 2.037 -0.096
C -1.453 0.586 -0.134
C -2.390 -0.348 0.292
C -1.712 -1.588 0.151
C -0.713 -1.562 -0.641
N -0.157 -0.267 -0.755
C 1.176 -0.071 -0.142
C 2.133 -1.154 -0.685
C 1.067 -0.229 1.370
H -2.582 2.202 0.227
H -1.601 2.534 -1.053
H -0.793 2.552 0.483
H -3.328 -0.221 0.774
H -0.074 -0.050 -1.769
H 1.727 0.825 -0.675
H 1.645 -2.147 -0.707
H 2.416 -1.020 -1.652
H 3.011 -1.172 -0.077
H 0.537 0.554 1.734
H 2.081 -0.194 1.811
H 0.628 -1.264 1.542
```

Computed natural (NBO) charges, given in elementary charges:
1 C -0.70
2 C 0.28
3 C -0.27
4 C 0.12
5 C 0.12
6 N -0.44
7 C -0.05
8 C -0.62
9 C -0.63
10 H 0.27
11 H 0.26
12 H 0.25
13 H 0.28
14 H 0.47
15 H 0.26
16 H 0.23
17 H 0.22
18 H 0.25
19 H 0.22
20 H 0.26
21 H 0.24

#ii
Below is an isolated ion of composition C8H12N and charge +1, with properties calculated with ωB97M-V with the def2-TZVPD basis set.

The net charge is +1. As for the highest occupied orbital energy (alpha / beta): -11.73 / -12.41 eV. As for the HOMO-LUMO gap (alpha / beta): 6.9 / 8.0 eV.

```
21
C8H12N ωB97M-V with the def2-TZVPD basis set
C 2.473 -0.222 -0.654
C 1.511 -1.142 0.136
C 0.879 1.587 0.882
C -1.159 1.569 -0.799
C -1.903 -0.650 0.814
C 1.297 0.371 0.123
C 0.133 1.136 -0.243
C -2.056 0.472 -0.221
N -2.125 -0.887 -0.673
H 3.423 0.113 -0.173
H 2.199 -0.022 -1.733
H 0.839 -1.898 -0.266
H 2.045 -1.656 0.915
H 0.547 1.614 1.884
H 1.367 2.567 0.667
H -1.364 2.580 -0.512
H -1.183 1.521 -1.921
H -0.982 -0.906 1.214
H -2.756 -0.657 1.349
H -1.342 -1.545 -1.050
H -3.002 -1.329 -0.870
```

Computed natural (NBO) charges, given in elementary charges:
1 C -0.37
2 C -0.40
3 C -0.47
4 C -0.49
5 C -0.24
6 C -0.12
7 C 0.29
8 C 0.03
9 N -0.56
10 H 0.26
11 H 0.24
12 H 0.22
13 H 0.25
14 H 0.25
15 H 0.26
16 H 0.26
17 H 0.27
18 H 0.22
19 H 0.23
20 H 0.42
21 H 0.44

Name the least stable of them. #ii.

#i
Below is a 2-piece molecular cluster, C2H4OS2 overall, with properties calculated with ωB97M-V with the def2-TZVPD basis set.

The SMILES is CC=S.O=S. As for the highest occupied orbital energy (alpha / beta): -8.49 / -8.49 eV. As for the HOMO-LUMO gap (alpha / beta): 6.3 / 6.3 eV.

```
9
C2H4OS2 ωB97M-V with the def2-TZVPD basis set
C 0.429 -0.047 0.511
C 1.068 0.866 -0.373
S 1.366 2.443 -0.085
H 0.875 -0.942 0.810
H -0.494 -0.381 -0.015
H 0.163 0.378 1.430
H 1.315 0.366 -1.276
O -1.811 -1.099 -0.944
S -2.910 -1.585 -0.057
```

Computed natural (NBO) charges, given in elementary charges:
1 C -0.73
2 C -0.20
3 S 0.01
4 H 0.24
5 H 0.27
6 H 0.22
7 H 0.18
8 O -0.68
9 S 0.70

#ii
Below is one molecule with the formula C2H4OS2, with properties calculated with ωB97M-V with the def2-TZVPD basis set.

The SMILES is OCC(=S)S. As for the highest occupied orbital energy: -8.66 eV. As for the HOMO-LUMO gap: 8.2 eV.

```
9
C2H4OS2 ωB97M-V with the def2-TZVPD basis set
O -1.546 -0.470 -0.141
C -0.251 -0.724 0.197
C 0.641 0.290 0.148
S 2.344 0.107 -0.136
S -0.228 1.791 -0.056
H -1.725 -0.905 -1.222
H -0.185 -0.927 1.389
H 0.047 -1.681 -0.393
H 0.902 2.519 0.214
```

Computed natural (NBO) charges, given in elementary charges:
1 O -0.70
2 C -0.20
3 C -0.23
4 S -0.10
5 S 0.13
6 H 0.49
7 H 0.23
8 H 0.22
9 H 0.15

#iii
Below is one molecule with the formula C2H4OS2, with properties calculated with ωB97M-V with the def2-TZVPD basis set.

As for the highest occupied orbital energy (alpha / beta): -8.51 / -7.50 eV. As for the HOMO-LUMO gap (alpha / beta): 8.4 / 6.3 eV.

```
9
C2H4OS2 ωB97M-V with the def2-TZVPD basis set
C 1.066 0.359 -0.041
C -0.255 -0.294 0.077
O 5.384 -0.352 -0.219
S 2.443 -0.636 -0.204
S 4.184 0.537 0.091
H 1.366 1.454 0.044
H -0.692 -0.030 0.954
H -0.309 -1.424 -0.014
H -0.776 0.137 -0.841
```

Computed natural (NBO) charges, given in elementary charges:
1 C -0.39
2 C -0.66
3 O -0.84
4 S 0.22
5 S 0.75
6 H 0.23
7 H 0.22
8 H 0.23
9 H 0.23

Name the least stable of them. #i.

#i
Below is a 10-piece molecular cluster, C20H60O10 overall, with properties calculated with ωB97M-V with the def2-TZVPD basis set.

The SMILES is CCO.CCO.CCO.CCO.CCO.CCO.CCO.CCO.CCO.CCO. As for the highest occupied orbital energy: -9.17 eV. As for the HOMO-LUMO gap: 9.6 eV.

```
90
C20H60O10 ωB97M-V with the def2-TZVPD basis set
C 2.902 1.439 -3.277
C 3.420 0.902 -2.007
O 2.629 -0.183 -1.655
H 3.439 2.335 -3.589
H 1.868 1.628 -3.248
H 3.041 0.732 -4.096
H 3.452 1.666 -1.278
H 4.431 0.572 -2.154
H 3.002 -0.699 -0.950
C 3.576 -1.848 5.341
C 2.395 -2.743 5.342
O 1.728 -2.686 4.032
H 3.288 -0.818 5.493
H 4.056 -1.879 4.368
H 4.237 -2.054 6.161
H 1.649 -2.436 6.081
H 2.612 -3.782 5.630
H 1.899 -3.466 3.496
C -4.153 1.996 2.394
C -3.751 2.024 0.894
O -3.232 3.346 0.548
H -4.665 1.074 2.714
H -4.754 2.810 2.546
H -3.285 2.267 3.024
H -4.663 1.918 0.247
H -3.117 1.177 0.525
H -2.296 3.208 0.282
C -0.060 -1.810 -3.180
C -0.512 -2.675 -1.981
O 0.218 -2.402 -0.810
H -0.506 -2.057 -4.112
H 1.066 -1.785 -3.181
H -0.425 -0.791 -3.005
H -0.412 -3.745 -2.132
H -1.625 -2.571 -1.810
H 0.507 -1.457 -0.764
C -4.701 2.250 -2.699
C -3.261 2.726 -2.882
O -2.362 1.646 -2.731
H -5.152 1.931 -3.669
H -5.279 3.134 -2.405
H -4.757 1.494 -1.967
H -3.037 3.469 -2.058
H -3.188 3.276 -3.878
H -1.584 1.924 -2.217
C 3.806 1.189 1.607
C 3.327 0.662 2.880
O 2.490 -0.439 2.491
H 2.876 1.276 1.076
H 4.506 0.564 1.027
H 4.132 2.250 1.646
H 2.700 1.402 3.386
H 4.065 0.385 3.629
H 2.305 -1.004 3.255
C -1.658 -1.091 1.181
C -0.688 0.025 1.382
O 0.164 0.166 0.254
H -1.175 -2.058 1.047
H -2.178 -0.930 0.239
H -2.359 -1.204 1.983
H -0.051 -0.109 2.286
H -1.339 0.959 1.475
H 1.071 0.087 0.548
C 3.968 -3.870 1.584
C 3.078 -3.270 0.497
O 3.392 -1.835 0.400
H 3.886 -3.452 2.562
H 5.007 -3.716 1.244
H 3.681 -4.913 1.701
H 1.960 -3.424 0.600
H 3.222 -3.731 -0.487
H 3.114 -1.448 1.256
C -4.477 -2.714 -2.093
C -3.963 -1.489 -2.841
O -3.540 -0.623 -1.817
H -5.303 -2.511 -1.428
H -3.562 -3.069 -1.542
H -4.727 -3.490 -2.775
H -4.794 -0.996 -3.447
H -3.051 -1.730 -3.410
H -3.142 0.137 -2.233
C -0.349 4.600 -1.892
C 0.174 3.724 -0.744
O -0.724 2.678 -0.643
H -1.367 4.852 -1.575
H -0.312 4.036 -2.876
H 0.214 5.602 -1.880
H 0.253 4.273 0.168
H 1.148 3.282 -0.979
H -0.420 1.906 -0.122
```

Computed Mulliken charges, given in elementary charges:
1 C -1.58
2 C 0.05
3 O -0.12
4 H 0.39
5 H 0.27
6 H 0.40
7 H 0.19
8 H 0.41
9 H 0.24
10 C -0.93
11 C -0.27
12 O -0.52
13 H 0.26
14 H 0.18
15 H 0.46
16 H 0.32
17 H 0.32
18 H 0.25
19 C -1.53
20 C 0.69
21 O -0.64
22 H 0.33
23 H 0.50
24 H 0.31
25 H 0.24
26 H -0.33
27 H 0.42
28 C -0.93
29 C 0.49
30 O -0.39
31 H 0.52
32 H 0.21
33 H 0.05
34 H 0.42
35 H -0.57
36 H -0.08
37 C -1.24
38 C 0.32
39 O -0.64
40 H 0.28
41 H 0.38
42 H 0.22
43 H 0.00
44 H 0.24
45 H 0.13
46 C -0.55
47 C -0.16
48 O -0.53
49 H -0.19
50 H 0.27
51 H 0.39
52 H 0.28
53 H 0.33
54 H 0.00
55 C -1.35
56 C 0.57
57 O 0.01
58 H 0.32
59 H -0.02
60 H 0.50
61 H 0.16
62 H 0.10
63 H -0.20
64 C -1.18
65 C 0.01
66 O -0.57
67 H 0.13
68 H 0.30
69 H 0.41
70 H 0.04
71 H 0.45
72 H 0.25
73 C -1.15
74 C -0.03
75 O -0.23
76 H 0.33
77 H 0.21
78 H 0.37
79 H 0.33
80 H 0.14
81 H 0.18
82 C -0.96
83 C -0.24
84 O 0.04
85 H 0.21
86 H 0.23
87 H 0.37
88 H 0.34
89 H 0.11
90 H 0.26

#ii
Below is a 10-piece molecular cluster, C20H60O10 overall, with properties calculated with ωB97M-V with the def2-TZVPD basis set.

The SMILES is CCO.CCO.CCO.CCO.CCO.CCO.CCO.CCO.CCO.CCO. As for the highest occupied orbital energy: -9.15 eV. As for the HOMO-LUMO gap: 9.3 eV.

```
90
C20H60O10 ωB97M-V with the def2-TZVPD basis set
C 0.974 -5.013 -1.520
C 1.376 -3.553 -1.680
O 1.180 -3.137 -3.021
H 0.920 -5.238 -0.455
H 1.692 -5.705 -1.959
H 0.016 -5.323 -1.939
H 2.440 -3.410 -1.491
H 0.835 -2.960 -0.944
H 1.948 -3.356 -3.554
C 4.848 -1.085 -1.307
C 4.751 0.367 -1.617
O 4.386 1.058 -0.477
H 3.833 -1.459 -1.176
H 5.486 -1.460 -0.507
H 5.325 -1.604 -2.139
H 4.029 0.543 -2.413
H 5.739 0.738 -1.889
H 4.377 1.982 -0.738
C 0.916 3.638 2.017
C 0.183 4.956 1.808
O 0.555 5.809 2.843
H 0.302 3.085 2.727
H 1.898 3.784 2.468
H 1.045 3.105 1.075
H -0.900 4.856 1.743
H 0.520 5.504 0.927
H 0.158 6.668 2.679
C -4.610 1.523 1.274
C -4.618 0.169 0.491
O -3.590 -0.599 1.036
H -3.816 2.231 1.035
H -4.378 1.345 2.324
H -5.539 2.070 1.112
H -4.375 0.409 -0.545
H -5.621 -0.252 0.429
H -3.492 -1.447 0.598
C -0.331 -0.098 -0.073
C 1.038 0.436 -0.507
O 1.751 0.703 0.693
H -0.841 -0.363 -0.999
H -0.991 0.615 0.421
H -0.182 -1.020 0.488
H 1.019 1.369 -1.070
H 1.624 -0.272 -1.094
H 2.644 0.871 0.382
C -5.136 -3.470 -0.703
C -3.675 -3.930 -0.625
O -2.853 -2.876 -0.283
H -5.851 -4.287 -0.800
H -5.313 -2.698 -1.452
H -5.388 -2.946 0.220
H -3.301 -4.289 -1.584
H -3.605 -4.787 0.046
H -2.429 -2.606 -1.101
C -1.386 0.418 4.844
C -0.918 0.222 3.407
O 0.511 0.260 3.368
H -1.121 -0.435 5.468
H -2.467 0.337 4.732
H -1.073 1.382 5.246
H -1.439 0.963 2.801
H -1.205 -0.726 2.953
H 0.773 0.532 2.485
C 7.569 -0.092 2.985
C 6.639 -0.203 1.825
O 5.983 1.078 1.644
H 8.379 0.566 2.668
H 7.977 -1.070 3.239
H 7.048 0.197 3.898
H 5.924 -1.021 1.919
H 7.178 -0.391 0.897
H 5.272 1.039 1.000
C -1.293 3.589 -1.077
C -2.382 2.804 -1.828
O -2.543 3.428 -3.068
H -1.134 3.150 -0.091
H -1.637 4.608 -0.905
H -0.328 3.605 -1.583
H -3.319 2.973 -1.298
H -2.056 1.764 -1.839
H -3.444 3.375 -3.395
C -3.511 -0.994 -3.248
C -2.015 -1.100 -3.459
O -1.504 -2.096 -2.574
H -3.680 -0.761 -2.196
H -3.986 -1.941 -3.502
H -3.909 -0.216 -3.899
H -1.558 -0.126 -3.283
H -1.715 -1.441 -4.450
H -0.604 -2.268 -2.858
```

Computed Mulliken charges, given in elementary charges:
1 C -1.38
2 C 0.57
3 O -0.66
4 H 0.33
5 H 0.38
6 H 0.32
7 H 0.23
8 H -0.15
9 H 0.31
10 C -0.56
11 C -0.39
12 O -0.47
13 H -0.18
14 H 0.19
15 H 0.42
16 H 0.34
17 H 0.38
18 H 0.24
19 C -0.46
20 C -0.36
21 O -0.54
22 H 0.07
23 H 0.46
24 H 0.01
25 H 0.24
26 H 0.31
27 H 0.31
28 C -1.17
29 C 0.27
30 O -0.38
31 H 0.11
32 H 0.33
33 H 0.36
34 H -0.18
35 H 0.36
36 H 0.31
37 C -0.66
38 C 0.11
39 O -0.37
40 H -0.29
41 H 0.18
42 H 0.54
43 H 0.20
44 H 0.06
45 H 0.19
46 C -1.05
47 C -0.04
48 O -0.45
49 H 0.42
50 H 0.17
51 H 0.22
52 H 0.29
53 H 0.32
54 H 0.18
55 C -1.34
56 C 0.38
57 O -0.60
58 H 0.33
59 H 0.38
60 H 0.31
61 H -0.04
62 H 0.24
63 H 0.30
64 C -1.29
65 C -0.02
66 O -0.56
67 H 0.30
68 H 0.38
69 H 0.32
70 H 0.27
71 H 0.21
72 H 0.43
73 C -0.90
74 C 0.43
75 O -0.59
76 H -0.08
77 H 0.46
78 H 0.34
79 H 0.31
80 H -0.35
81 H 0.35
82 C -0.58
83 C -0.24
84 O -0.39
85 H -0.39
86 H 0.38
87 H 0.46
88 H 0.30
89 H 0.42
90 H 0.11

Name the least stable of them. #ii.